{
  "formula": "C40H46ClN7O12",
  "method": "ωB97M-V/def2-TZVPD",
  "smiles": "C=C[C@@]1(CNC)[C@H](OCCOCC)C(=O)N[C@@]1(OC#N)[C@@H](Cl)CC.O=[N+]([O-])c1ccccc1.O=[N+]([O-])c1ccccc1.O=[N+]([O-])c1ccccc1.O=[N+]([O-])c1ccccc1",
  "e_homo_ev": -8.78,
  "largest_force_ev_per_a": 2.75,
  "lumo_ev": -0.626,
  "gap_ev": 8.156,
  "species": ["H", "H", "C", "O", "H", "H", "H", "H", "C", "C", "O", "O", "C", "C", "O", "H", "H", "C", "H", "C", "H", "H", "H", "O", "O", "C", "C", "C", "O", "H", "O", "O", "H", "C", "H", "H", "H", "H", "H", "C", "O", "H", "C", "H", "C", "H", "C", "C", "C", "H", "C", "H", "C", "N", "H", "C", "H", "H", "C", "C", "H", "H", "C", "C", "N", "H", "C", "C", "C", "C", "H", "O", "C", "C", "O", "C", "H", "H", "N", "C", "C", "H", "H", "H", "H", "H", "N", "C", "C", "H", "H", "C", "H", "H", "C", "C", "N", "N", "N", "H", "H", "Cl", "C", "C", "H", "H"],
  "positions_angstrom": [[6.6785, -6.5046, -3.3199], [3.5231, -4.6033, -0.0208], [-7.4980, -1.3828, 3.0397], [4.7540, -1.6471, 2.5458], [-6.2318, -1.2428, 0.8470], [4.5387, -6.8233, 0.3752], [-2.1459, -2.2350, 0.9981], [-1.5571, -0.7269, 4.7798], [-4.8515, 1.6879, -5.9299], [5.6722, -6.7987, -1.4473], [-4.8868, 0.9879, 0.9771], [-0.6950, -0.7510, 0.7644], [-4.3280, -0.3719, 1.0685], [4.1177, 1.7585, -0.9009], [-1.5646, -1.6398, -6.2014], [2.5344, 7.8450, -1.6785], [-2.9569, 1.5472, 2.6119], [-2.3309, 1.0034, 1.8984], [1.3339, -4.4983, 2.5932], [1.5583, 8.1791, 0.2039], [-5.8192, 1.9343, -4.0267], [-5.4308, 2.4606, -6.4169], [-3.7199, 1.2139, -7.6915], [5.3675, 5.5261, -0.4095], [4.5002, 6.5184, -2.1086], [3.9860, -0.2891, 0.3526], [1.5709, 7.9124, 1.5667], [3.5460, 6.5693, 1.3001], [1.7099, -2.6685, 1.7114], [2.9490, -3.7691, 2.9059], [4.2422, -2.4162, -3.1285], [5.7522, 0.0551, 3.4030], [-2.7554, -2.2014, 3.0347], [4.2121, -5.0264, -0.7379], [-1.3384, 0.9305, 2.3278], [-2.9695, 2.4039, 0.6053], [-0.8793, 3.2247, 1.2402], [-0.3195, -3.0691, 1.6820], [0.2490, -3.1742, 4.1321], [-4.3243, 0.4036, -3.9630], [3.2105, -2.5789, -1.2492], [-3.1989, 0.1159, 4.8111], [-2.7193, -0.9987, -0.5915], [-2.7896, -1.0709, -4.1855], [3.6631, 0.4518, -0.7738], [-8.0453, -1.3008, 2.0999], [4.8888, 2.3375, 0.1002], [-3.8945, 0.9910, -6.6497], [0.5155, -2.8838, 0.9969], [-5.4710, -1.0735, 3.7594], [-2.0100, -1.1753, 0.7403], [0.6075, -3.7460, 0.3249], [-5.0686, 1.3937, -4.5886], [-6.1811, 1.5507, -0.9979], [-4.5761, -1.6293, -0.5917], [3.5120, 6.8423, -0.0547], [5.8129, 2.0458, 2.0158], [-8.0770, -0.8505, 3.7912], [5.2144, 1.6067, 1.2314], [-3.1691, 0.0020, -6.0090], [2.5749, 6.9073, 3.1754], [0.7843, 8.8034, -0.2203], [1.3231, -2.9924, 4.0947], [5.4197, -4.8473, -2.8276], [5.1188, -0.4889, 2.5205], [5.2368, 3.3549, -0.0040], [0.2222, -1.6516, 0.1493], [-3.3660, -0.3010, -4.6749], [-2.9236, -0.4089, 1.7176], [-0.9901, 2.4486, 0.4732], [1.7905, -3.4807, 4.9481], [-2.0005, -0.4538, -7.9412], [4.7629, 0.3032, 1.3324], [5.9873, -6.0901, -2.5993], [-2.2878, -1.0546, -1.7042], [-2.7367, -1.1128, 3.0728], [0.8026, 8.3291, 2.2045], [-0.9882, 2.9549, -0.4913], [-4.1019, -0.7730, -0.3199], [4.7838, -6.2693, -0.5204], [-5.4445, -1.2761, 1.6015], [1.5245, -1.9242, 4.1273], [3.6349, -1.3007, 0.4644], [3.8695, 2.3309, -1.7856], [3.0594, 0.0050, -1.5510], [4.3209, 5.9436, 1.7166], [4.5403, 6.2522, -0.9271], [4.5441, -4.3356, -1.8887], [-6.0870, -0.8087, 2.9018], [-4.4915, 0.1781, -2.9187], [1.1602, -1.1062, 0.0621], [2.5362, 7.6431, -0.6180], [-6.1983, 0.2742, 2.8576], [6.1219, -7.7668, -1.2705], [-5.4441, 1.2883, -0.1511], [2.5650, 7.1119, 2.1139], [-2.1662, -0.7554, -6.7755], [3.9534, -3.0081, -2.1111], [-2.2429, 1.6992, 0.6061], [-7.4756, -2.4388, 3.3062], [-0.1368, 1.7763, 0.5073], [-4.9320, -2.9814, 1.6881], [-2.5046, -0.5316, 4.2816], [1.8852, -3.5751, 2.7929], [5.6585, -4.2886, -3.7201], [-0.0793, -1.9348, -0.8583]],
  "forces_ev_per_a": [[0.0, 0.0, 0.0], [0.0, 0.1, 0.0], [0.0, -0.3, 0.1], [0.0, -0.1, 0.1], [0.1, -0.1, -0.2], [0.0, 0.0, 0.0], [0.3, -0.1, -0.2], [-0.8, -1.4, 1.0], [0.0, -0.1, 0.1], [0.0, 0.0, 0.0], [0.5, 0.1, 0.5], [0.0, -0.1, 0.2], [0.4, -1.5, -2.3], [0.0, 0.0, 0.0], [0.0, 0.0, 0.0], [0.1, -0.1, 0.0], [0.0, 0.0, 0.1], [-0.5, 0.4, -0.5], [0.3, -0.2, -0.2], [0.0, 0.0, 0.1], [0.0, 0.0, 0.0], [0.0, 0.0, 0.0], [0.1, -0.1, 0.0], [0.0, 0.1, 0.0], [0.0, 0.0, 0.0], [0.0, 0.1, 0.0], [0.0, 0.0, 0.0], [0.0, -0.1, 0.2], [0.1, -0.2, 0.1], [0.1, 0.0, -0.2], [0.0, 0.0, 0.0], [0.0, 0.0, 0.0], [1.8, 0.0, -0.4], [-0.1, 0.0, 0.2], [0.0, -0.2, 0.0], [-0.2, -0.2, -0.3], [0.1, -0.1, 0.1], [0.0, -0.1, 0.0], [-0.1, 0.2, 0.2], [-0.1, 0.0, 0.0], [-0.2, -0.1, -0.1], [0.7, 1.5, -0.9], [-0.2, 0.7, 0.0], [0.1, 0.0, -0.1], [0.0, 0.2, 0.0], [0.0, 0.1, -0.1], [-0.1, -0.1, -0.1], [-0.1, 0.1, -0.1], [-0.1, 0.2, -0.3], [0.1, 0.1, 0.0], [-0.8, 0.1, -0.6], [0.1, -0.1, 0.1], [0.0, 0.0, 0.0], [0.4, 0.3, -0.4], [-0.5, 0.3, -0.2], [-0.1, 0.0, 0.1], [0.0, -0.1, 0.1], [0.1, 0.0, 0.1], [0.1, 0.1, 0.0], [-0.1, 0.1, 0.1], [0.0, 0.0, 0.0], [0.0, 0.0, 0.0], [0.1, -0.2, -0.4], [0.1, 0.0, -0.2], [-0.1, 0.0, -0.1], [0.0, 0.0, 0.0], [0.5, -0.3, 0.1], [0.0, -0.1, 0.2], [-0.3, 0.8, 1.9], [-0.1, 0.1, -0.2], [-0.1, 0.0, 0.1], [0.0, 0.0, 0.0], [-0.1, 0.1, -0.1], [0.0, 0.0, 0.1], [0.2, -0.4, 0.0], [-0.6, 0.1, 0.3], [0.0, 0.0, 0.0], [0.0, 0.0, -0.1], [0.6, -0.7, 0.3], [0.1, 0.0, -0.1], [-0.5, 1.0, 0.7], [0.0, 0.0, 0.1], [0.0, 0.0, 0.2], [0.0, 0.0, 0.0], [0.0, -0.1, 0.0], [0.0, 0.0, -0.1], [0.0, 0.0, 0.0], [0.1, -0.1, 0.0], [-0.5, -0.2, -0.1], [0.0, 0.0, 0.0], [0.0, 0.1, 0.0], [-0.1, 0.1, -0.1], [0.3, 0.1, 0.0], [0.0, 0.0, 0.0], [-1.0, -0.4, 0.6], [-0.1, 0.1, -0.1], [0.0, 0.0, 0.0], [0.0, 0.0, 0.0], [0.1, 0.3, 0.5], [0.0, 0.0, 0.0], [0.0, -0.1, 0.0], [0.1, -0.1, 0.0], [-0.1, -0.2, -0.2], [-0.4, 0.4, 0.5], [-0.1, 0.1, 0.0], [-0.3, 0.1, 0.0]],
  "mulliken_charge": [0.379, 0.517, -1.400, -0.582, 0.821, 0.392, 0.698, 0.274, -0.381, -0.416, -0.606, -0.420, 0.162, -1.038, -0.611, 0.455, 0.519, -2.431, 0.456, -0.410, 0.449, 0.380, 0.453, -0.638, -0.601, -0.115, -0.472, -0.292, -0.102, 0.438, -0.623, -0.644, 0.335, 0.038, 0.670, 0.269, 0.352, 0.396, 0.305, 0.047, -0.434, 0.301, -0.167, 0.574, -0.059, 0.361, -0.130, -0.476, -0.271, 0.174, -0.861, 0.175, -0.527, -0.620, 0.466, 0.151, 0.502, 0.400, -0.630, 0.042, 0.390, 0.382, -1.269, -0.481, 1.023, 0.578, 0.025, -0.529, 2.817, -1.038, 0.422, -0.620, -0.404, -0.475, -0.575, -0.831, 0.396, 0.341, 0.085, -0.617, -0.568, 0.249, 0.519, 0.440, 0.546, 0.451, 1.043, -0.134, -0.289, 0.151, -0.219, -0.427, 0.366, 0.389, 0.785, -0.450, 1.027, 0.972, -0.024, 0.344, 0.243, -0.130, -1.175, -0.590, 0.482, 0.383]
}



{
  "formula": "C35H52GeHgN8OS3Se",
  "method": "ωB97M-V/def2-TZVPD",
  "multiplicity": 2,
  "s2": 0.76,
  "e_homo_ev": [-8.69, -9.33],
  "largest_force_ev_per_a": 0.60,
  "lumo_ev": [-2.254, -2.873],
  "total_charge": 1,
  "gap_ev": [6.432, 6.456],
  "de_lowest_kj_mol": 28.97,
  "species": ["H", "H", "H", "C", "H", "H", "N", "C", "C", "N", "C", "O", "H", "H", "H", "H", "C", "N", "C", "H", "C", "C", "C", "H", "H", "C", "H", "C", "H", "C", "H", "Se", "H", "H", "S", "H", "C", "H", "H", "H", "Hg", "H", "C", "H", "C", "S", "S", "C", "H", "H", "H", "C", "C", "C", "H", "C", "H", "H", "C", "H", "H", "N", "H", "C", "N", "H", "C", "H", "C", "C", "C", "C", "Ge", "H", "N", "C", "H", "C", "H", "H", "N", "H", "C", "H", "H", "C", "H", "H", "H", "C", "H", "H", "C", "H", "H", "H", "C", "H", "C", "N", "H", "H"],
  "positions_angstrom": [[-5.8745, 4.2101, 0.4049], [-0.4003, 3.1513, -3.8548], [2.1519, 3.0769, 3.8731], [2.0429, -6.5675, 0.6421], [-3.1851, -0.9063, 0.2394], [-5.3406, -3.6606, -0.1827], [4.6790, 1.5917, -3.1338], [-4.9618, -3.2780, -3.5301], [0.9226, 5.9306, -0.1058], [0.7405, -3.4362, -0.2561], [-5.2275, 1.0831, -2.2831], [3.0626, 1.5499, 0.6380], [-3.7316, 0.6161, 0.9848], [2.8029, -3.4854, -0.0860], [-5.3860, -3.6162, -4.4683], [-2.6037, 3.2308, -0.0024], [1.9933, -4.1901, -0.2174], [-1.8125, -2.4516, 0.2490], [6.1286, 3.9530, -0.7325], [2.0820, -8.5499, 1.4692], [-3.2029, -1.9857, 0.1755], [-0.7312, -1.6343, 0.3981], [4.8369, 4.4312, -0.6955], [5.5637, 0.9081, 0.6825], [0.4981, 1.3381, 3.1031], [5.3700, 1.8946, 0.2706], [-0.6814, 4.6146, 0.5892], [-4.9306, -3.3043, -1.1237], [0.5385, 6.9290, -0.2366], [-6.1155, 3.6222, -0.4838], [2.7213, 1.6535, 5.7786], [-1.8124, 2.0607, -2.1002], [-0.2003, -5.2545, -0.6314], [-2.5231, -1.2498, -2.3232], [2.0751, 1.5780, -2.8812], [5.6238, 1.3333, -2.9030], [-0.4332, -4.1926, -0.6780], [4.8125, -0.4720, -1.7861], [7.4156, 2.3128, -0.1863], [-5.4847, 0.3268, 0.9500], [0.7782, 1.1628, -0.6713], [-3.2087, 4.0062, -1.4724], [1.9217, -5.6845, 3.2690], [-0.6977, -3.9354, -1.7074], [4.0131, 2.3337, 0.2611], [-1.0080, 0.0275, 0.8120], [1.9539, -1.1535, 0.5531], [2.3292, 2.0164, 3.6944], [-6.1114, 4.2836, -1.3528], [-6.3178, -4.4233, -2.3225], [-3.7604, -2.3660, 1.0344], [-3.0660, 3.0499, -0.9685], [1.9931, -5.2047, 0.9041], [-3.3509, -1.9554, -2.3268], [-1.3550, -4.2420, 1.2463], [-3.8969, -2.3823, -3.5283], [-2.4885, -4.3833, -0.1155], [0.4722, 0.4193, 5.9655], [3.6404, 0.9324, -2.6207], [3.1589, -0.6060, -1.3815], [6.9297, 4.5655, -1.1293], [1.2725, 3.7521, 0.3174], [-3.4922, -2.0181, -4.4651], [-1.5875, -3.8879, 0.2363], [0.6812, 1.1720, 5.3256], [-7.1249, 3.2194, -0.3633], [1.9319, -4.7681, 2.2276], [-5.3892, 1.7234, -3.1534], [0.3412, 4.7819, 0.3030], [-4.7101, 1.0974, 0.9224], [3.7700, 3.6732, -0.1840], [2.0369, -7.4886, 1.6850], [-4.8335, 2.1662, -0.7097], [2.9547, 6.2379, -0.6355], [1.3864, 1.5503, 2.6445], [-3.8602, -2.4191, -1.1154], [4.6600, 5.4333, -1.0777], [2.4384, 4.2806, -0.0801], [3.3386, 1.8864, 3.3158], [-4.8349, 1.7410, 1.7973], [3.8624, -0.2290, -2.0175], [4.5182, 2.4899, -3.5526], [0.5919, -2.1723, 0.2362], [2.0953, -6.9179, -0.3850], [1.8798, -5.3355, 4.2945], [-1.1607, 3.5438, -3.1832], [-1.9864, 3.9520, -3.7581], [-6.1262, 0.4829, -2.1225], [-0.7260, 4.3007, -2.5361], [6.3935, 2.6796, -0.2109], [2.1257, -4.6912, -1.1778], [0.3827, 2.0328, 5.7676], [1.9748, -7.0492, 2.9987], [2.4555, 0.1952, 4.8244], [1.8987, -3.7015, 2.4354], [-4.3933, 0.4133, -2.4992], [2.1107, 1.2179, 4.9879], [1.7326, 0.7017, 2.1765], [-5.4839, -3.7312, -2.3275], [2.2386, 5.5999, -0.3444], [1.9742, -7.7648, 3.8130], [1.3104, 2.2272, 1.8812]],
  "forces_ev_per_a": [[0.0, 0.0, -0.1], [0.0, 0.0, 0.0], [-0.1, 0.0, -0.1], [0.0, 0.0, 0.0], [0.0, -0.1, 0.0], [0.0, 0.0, -0.1], [-0.2, -0.1, 0.0], [0.0, 0.0, 0.0], [0.2, 0.0, -0.1], [-0.2, 0.2, 0.2], [0.0, 0.0, 0.0], [0.0, 0.1, 0.0], [-0.2, 0.2, 0.1], [0.1, 0.2, 0.0], [0.0, 0.0, 0.1], [0.1, 0.1, 0.1], [-0.1, 0.0, 0.1], [0.0, 0.2, 0.0], [0.1, 0.0, 0.0], [0.0, 0.1, 0.0], [0.2, -0.2, -0.1], [0.0, -0.3, -0.1], [-0.2, 0.0, 0.0], [0.0, 0.1, 0.0], [-0.2, 0.0, -0.1], [0.0, 0.0, -0.1], [-0.1, 0.0, 0.0], [-0.1, 0.0, 0.0], [0.1, -0.1, 0.0], [-0.1, -0.1, 0.0], [0.2, 0.0, 0.0], [0.2, 0.1, -0.1], [0.1, 0.0, 0.0], [0.0, -0.1, 0.0], [-0.5, 0.1, 0.3], [0.0, 0.0, 0.0], [0.1, 0.1, 0.0], [0.1, 0.0, 0.0], [-0.1, 0.0, 0.0], [0.0, 0.1, 0.0], [0.4, -0.1, 0.1], [0.0, 0.0, 0.0], [0.0, 0.0, -0.1], [0.0, 0.0, -0.1], [-0.3, 0.2, -0.1], [0.2, 0.4, -0.2], [0.1, -0.3, -0.1], [0.0, -0.1, 0.3], [0.0, -0.1, 0.1], [0.0, 0.0, 0.0], [0.0, 0.0, 0.1], [0.0, -0.1, -0.1], [0.0, 0.0, 0.0], [0.0, -0.1, -0.1], [-0.1, 0.0, 0.0], [0.0, 0.0, 0.0], [-0.1, 0.0, 0.0], [0.0, -0.1, 0.0], [0.2, -0.1, 0.0], [-0.1, 0.0, -0.1], [-0.1, 0.0, 0.0], [0.1, -0.3, 0.0], [0.0, 0.0, 0.0], [0.0, 0.1, 0.1], [0.2, 0.2, -0.3], [0.1, 0.1, 0.0], [0.0, 0.0, 0.0], [0.0, 0.0, 0.0], [0.2, -0.4, 0.0], [0.0, 0.0, 0.1], [0.1, -0.1, 0.0], [0.0, 0.0, 0.0], [0.2, 0.1, -0.1], [0.0, 0.1, 0.0], [0.2, -0.2, 0.5], [0.1, -0.1, 0.0], [0.1, -0.1, 0.0], [-0.4, 0.0, 0.1], [0.0, 0.1, 0.0], [0.0, -0.1, -0.1], [0.0, 0.2, 0.2], [0.0, 0.1, 0.0], [-0.1, 0.0, -0.1], [0.0, 0.0, 0.1], [0.0, 0.0, -0.1], [-0.1, 0.0, 0.1], [0.0, 0.0, 0.0], [0.1, 0.0, 0.0], [0.0, 0.0, 0.0], [-0.1, 0.0, 0.0], [0.0, 0.0, 0.0], [0.0, 0.0, 0.0], [0.0, 0.0, 0.0], [0.0, 0.0, 0.1], [0.0, -0.1, 0.0], [-0.2, 0.1, 0.0], [-0.3, -0.1, -0.3], [0.0, -0.2, 0.0], [0.0, 0.0, 0.0], [0.0, 0.1, 0.0], [0.0, 0.0, -0.1], [-0.1, 0.4, -0.2]],
  "mulliken_charge": [0.370, 0.349, 0.451, -0.319, -1.507, 0.414, -0.314, -0.514, -0.567, 0.082, -0.772, 0.044, 0.000, 0.441, 0.411, 0.310, -1.479, 0.213, -0.881, 0.378, 0.426, 0.370, -1.064, 0.544, 0.573, -0.623, 0.399, -0.296, 0.465, -1.214, 0.400, 0.188, 0.410, 0.553, -0.442, 0.234, -0.832, 0.275, 0.438, 0.350, 1.424, 0.578, -0.775, 0.341, -0.099, -0.444, -0.742, -0.422, 0.359, 0.423, 0.420, -1.151, 0.621, -0.531, 0.388, -0.722, 0.480, 0.216, 0.386, -0.219, 0.419, 0.123, 0.443, -0.812, -0.504, 0.368, -0.014, 0.380, -0.885, -0.862, 1.383, -0.641, 0.607, 0.116, 0.682, 0.704, 0.295, -0.211, 0.221, 0.445, -0.108, 0.221, 0.026, 0.377, 0.400, -1.081, 0.411, 0.358, 0.223, -0.673, 0.466, 0.195, -0.379, 0.392, 0.420, -0.021, -0.733, -0.116, -0.646, -0.096, 0.384, -0.074]
}



{
  "formula": "C5H8N2O2",
  "method": "ωB97M-V/def2-TZVPD",
  "multiplicity": 3,
  "s2": 2.01,
  "e_homo_ev": [-6.56, -9.39],
  "largest_force_ev_per_a": 4.75,
  "lumo_ev": [1.013, -1.648],
  "gap_ev": [7.575, 7.746],
  "de_lowest_kj_mol": 435.41,
  "species": ["C", "N", "O", "C", "H", "H", "H", "C", "C", "H", "H", "H", "C", "O", "H", "H", "N"],
  "positions_angstrom": [[3.4333, 0.0374, 0.1349], [3.6620, -1.0985, -0.2130], [3.2010, -2.1485, -0.6201], [-0.1242, -0.9624, -0.1224], [0.0780, 1.0141, -0.8961], [4.6783, 1.6772, -0.1125], [-2.1875, -1.6329, 0.6601], [-2.3997, -0.0155, -0.5427], [-1.6407, -0.9571, 0.0136], [0.1649, -1.7371, 0.6307], [0.3371, -1.2650, -1.0629], [-3.5127, -0.0425, -0.3960], [0.2859, 0.4962, 0.1321], [0.5812, 1.0556, 1.1227], [-1.9912, 0.6780, -1.3050], [4.0413, 1.5229, 1.3193], [4.0171, 1.1834, 0.4507]],
  "forces_ev_per_a": [[-4.1, 1.8, 1.1], [4.5, -1.3, -1.0], [-1.5, -0.5, -0.1], [0.0, -1.2, 2.0], [0.7, 0.1, 1.4], [0.5, -0.2, -0.9], [0.6, -0.3, 0.2], [-1.0, -0.2, -1.0], [-0.5, 1.1, -0.9], [0.6, 1.0, -0.4], [-0.5, 0.0, -0.2], [1.3, 0.3, -0.1], [-1.1, -0.9, -2.9], [0.5, 0.6, 1.3], [-0.5, -0.3, 0.7], [-0.7, 1.2, 4.2], [1.4, -1.1, -3.5]],
  "mulliken_charge": [-0.101, 0.259, -0.405, -0.270, 0.244, 0.236, 0.269, -0.670, -0.105, 0.265, 0.308, 0.245, 0.003, -0.449, 0.180, 0.225, -0.235]
}



| no. | electronic energy (eV) |
| --- | --- |
| 1 | -89734.286 |
| 2 | -209647.299 |
| 3 | -12382.080 |